#w
{"formula": "H16O8", "method": "ωB97M-V/def2-TZVPD", "elements": ["O", "H", "H", "O", "H", "H", "O", "H", "H", "O", "H", "H", "O", "H", "H", "O", "H", "H", "O", "H", "H", "O", "H", "H"], "positions_angstrom": [[0.723, 0.591, -0.536], [0.371, -0.192, -0.172], [1.376, 0.156, -1.114], [-1.507, 2.415, -0.161], [-0.859, 1.868, -0.572], [-1.242, 3.365, -0.189], [0.706, -2.281, -0.595], [0.189, -2.426, 0.210], [1.448, -2.823, -0.352], [-2.852, 0.077, -0.023], [-2.399, 0.932, -0.039], [-3.737, 0.315, 0.337], [3.414, -0.605, -0.346], [3.340, 0.335, -0.490], [3.005, -0.784, 0.434], [-0.798, -0.547, 1.616], [-0.358, 0.072, 2.195], [-1.619, -0.184, 1.259], [2.299, 2.087, 0.889], [2.419, 2.430, 0.001], [1.732, 1.380, 0.601], [-2.052, -2.410, -0.925], [-1.123, -2.225, -1.124], [-2.471, -1.557, -0.901]], "multiplicity": 1, "smiles": "O.O.O.O.O.O.O.O"}

***

#x
{"formula": "H16O8", "method": "ωB97M-V/def2-TZVPD", "elements": ["O", "H", "H", "O", "H", "H", "O", "H", "H", "O", "H", "H", "O", "H", "H", "O", "H", "H", "O", "H", "H", "O", "H", "H"], "positions_angstrom": [[-11.327, 8.515, 22.336], [-12.137, 8.239, 21.896], [-11.526, 9.429, 22.609], [-10.546, 5.083, 21.987], [-10.284, 4.758, 21.124], [-9.758, 5.572, 22.207], [-8.906, 7.276, 23.387], [-8.299, 7.983, 23.401], [-9.610, 7.680, 22.862], [-5.838, 6.810, 21.596], [-5.858, 6.756, 22.568], [-5.029, 6.312, 21.236], [-5.782, 6.378, 24.287], [-6.070, 7.296, 24.293], [-6.599, 6.044, 24.621], [-7.908, 4.719, 24.771], [-8.864, 4.971, 24.825], [-7.657, 4.640, 23.853], [-10.465, 7.397, 20.011], [-10.823, 7.883, 20.787], [-10.878, 6.553, 20.044], [-6.597, 8.924, 24.043], [-5.666, 9.284, 24.059], [-7.186, 9.579, 23.673]], "multiplicity": 1, "smiles": "O.O.O.O.O.O.O.O"}

***

Result of the stability comparison: #x is the least stable of them.